Record 1
Entry from the Open Molecules 2025 dataset: a 3-piece molecular cluster, C29H18FNO8S overall (ωB97M-V with the def2-TZVPD basis set).

Max |F| (eV Å⁻¹): 0.9
Structure (SMILES): O=C1c2ccccc2C(=O)c2ccccc21.O=C1c2ccccc2C(=O)c2ccccc21.O=C(O)NS(=O)(=O)F
HOMO energy (eV): -9.63
HOMO-LUMO gap (eV): 8.67
2S+1: 1
Charge: 0

XYZ file:
```
58
C29H18FNO8S | the Open Molecules 2025 dataset | ωB97M-V with the def2-TZVPD basis set
O -0.129 -1.645 -4.149
C -0.808 -0.888 -3.490
C -1.568 -1.371 -2.301
C -1.469 -2.705 -1.929
C -2.141 -3.161 -0.806
C -2.913 -2.284 -0.051
C -3.026 -0.957 -0.429
C -2.359 -0.496 -1.553
C -2.505 0.936 -1.937
O -3.228 1.682 -1.309
C -1.727 1.424 -3.111
C -1.817 2.762 -3.472
C -1.082 3.239 -4.543
C -0.254 2.382 -5.259
C -0.168 1.045 -4.911
C -0.906 0.559 -3.839
H -0.860 -3.376 -2.518
H -2.056 -4.199 -0.512
H -3.426 -2.635 0.835
H -3.626 -0.274 0.156
H -2.462 3.422 -2.908
H -1.151 4.283 -4.822
H 0.326 2.759 -6.091
H 0.471 0.371 -5.463
O 4.254 0.810 3.298
C 3.898 -0.035 2.504
C 4.897 -0.858 1.761
C 6.250 -0.662 2.007
C 7.190 -1.438 1.352
C 6.784 -2.414 0.449
C 5.438 -2.605 0.190
C 4.490 -1.826 0.841
C 3.045 -2.036 0.535
O 2.695 -2.843 -0.301
C 2.048 -1.229 1.292
C 0.695 -1.430 1.051
C -0.250 -0.711 1.761
C 0.154 0.214 2.716
C 1.501 0.428 2.956
C 2.454 -0.289 2.243
H 6.555 0.096 2.714
H 8.244 -1.286 1.547
H 7.521 -3.025 -0.055
H 5.113 -3.357 -0.515
H 0.389 -2.154 0.308
H -1.300 -0.872 1.576
H -0.589 0.768 3.272
H 1.822 1.149 3.695
O -3.090 0.666 2.677
C -3.296 1.825 2.805
O -2.540 2.775 2.256
N -4.414 2.304 3.624
S -5.751 2.636 2.673
O -5.408 3.671 1.755
O -6.892 2.753 3.498
F -5.805 1.300 1.909
H -3.060 3.571 2.052
H -4.160 3.231 3.967
```


Record 2
Entry from the Open Molecules 2025 dataset: C17H50FN13NbO11 as an isolated structure in a non-equilibrium geometry (ωB97M-V with the def2-TZVPD basis set).

Max |F| (eV Å⁻¹): 2.6
HOMO energy (eV): -3.71
HOMO-LUMO gap (eV): 5.64
2S+1: 1
Charge: -1

XYZ file:
```
93
C17H50FN13NbO11 | the Open Molecules 2025 dataset | ωB97M-V with the def2-TZVPD basis set
C -2.517 8.670 0.591
C -3.664 8.213 -0.295
O -3.330 7.167 -1.183
C -3.070 5.946 -0.502
C -3.125 4.808 -1.493
O -3.165 3.571 -0.820
C -2.073 2.680 -1.172
Nb -0.083 3.053 -0.067
F 0.377 4.368 -1.552
C -0.787 1.635 1.530
C 0.226 1.190 2.537
N 1.325 0.606 2.314
C 1.911 3.533 0.932
O 3.009 2.748 0.374
C 3.582 3.410 -0.680
O 4.580 2.579 -1.242
C 4.382 2.359 -2.606
C 5.450 1.379 -3.128
O 6.019 0.623 -2.066
H -1.703 9.030 -0.036
H -2.862 9.441 1.277
H -2.125 7.858 1.192
H -4.051 9.038 -0.888
H -4.485 7.866 0.346
H -3.820 5.735 0.266
H -2.079 5.974 -0.058
H -4.044 4.916 -2.081
H -2.286 4.853 -2.185
H -2.379 1.658 -0.942
H -1.893 2.696 -2.253
H 0.733 1.712 -1.016
H -0.772 4.421 0.951
H -1.658 2.032 2.050
H -1.131 0.733 1.012
H -0.027 1.378 3.583
H 1.438 0.508 1.299
H 1.945 3.472 2.018
H 2.122 4.584 0.688
H 4.060 4.346 -0.351
H 2.849 3.665 -1.457
H 4.470 3.273 -3.201
H 3.406 1.898 -2.777
H 6.234 1.896 -3.683
H 4.966 0.716 -3.845
H 5.977 -0.304 -2.332
C -2.007 -1.957 -0.410
O -1.578 -1.039 -1.092
N -1.376 -3.164 -0.304
N -3.163 -1.834 0.304
H -1.715 -3.931 0.251
H -0.521 -3.275 -0.815
H -3.648 -0.955 0.246
H -3.544 -2.566 0.872
C -2.954 -6.667 1.490
O -2.526 -5.751 0.803
N -2.292 -7.851 1.594
N -4.113 -6.564 2.208
H -2.606 -8.615 2.159
H -1.418 -7.937 1.100
H -4.612 -5.696 2.152
H -4.475 -7.299 2.783
C -6.682 0.267 -0.119
O -5.562 -0.128 0.140
N -7.045 1.573 0.039
N -7.661 -0.564 -0.598
H -7.957 1.927 -0.175
H -6.337 2.206 0.369
H -7.416 -1.527 -0.733
H -8.587 -0.259 -0.824
C 0.474 -6.400 -1.677
O 0.640 -6.711 -0.507
N 1.516 -6.187 -2.534
N -0.764 -6.239 -2.212
H 1.399 -5.926 -3.494
H 2.443 -6.294 -2.167
H -1.548 -6.381 -1.596
H -0.931 -5.983 -3.166
C 1.841 -8.451 2.765
O 0.900 -9.206 2.562
N 2.058 -7.331 2.027
N 2.750 -8.683 3.765
H 2.821 -6.702 2.187
H 1.405 -7.131 1.286
H 2.614 -9.501 4.327
H 3.528 -8.082 3.957
C 8.533 2.078 0.938
O 9.002 2.598 1.940
N 7.325 1.459 0.912
N 9.198 2.077 -0.261
H 6.946 1.033 0.084
H 6.793 1.440 1.762
H 10.093 2.527 -0.290
H 8.825 1.666 -1.096
```